# 1
Entry from the Open Molecules 2025 dataset: the molecule C4H8O2 (ωB97M-V/def2-TZVPD).

maximum force: 0.8 eV/Å
2S+1: 1
energy relative to the best compared isomer or geometry (same formula, charge and spin): 99.9 kcal/mol
E: -307.553154 a.u.
HOMO-LUMO gap: 8.06 eV
HOMO level: -8.114 eV

```
14
C4H8O2 (ωB97M-V/def2-TZVPD)
O 3.276 0.413 0.864
O -0.308 0.706 0.537
C 2.118 0.087 0.484
C -0.641 -0.375 -0.353
C -2.138 -0.359 -0.546
C 0.937 0.880 0.871
H -2.468 0.604 -0.943
H 1.790 0.419 -0.641
H 1.808 -0.988 0.358
H -0.096 -0.188 -1.291
H -0.280 -1.318 0.071
H -2.652 -0.540 0.401
H 1.083 1.800 1.444
H -2.427 -1.142 -1.253
```

# 2
Entry from the Open Molecules 2025 dataset: a cluster of 2 separate species, C4H8O2 in total in a non-equilibrium geometry (ωB97M-V/def2-TZVPD).

SMILES string: C=C=O.CCO
maximum force: 1.1 eV/Å
2S+1: 1
energy relative to the best compared isomer or geometry (same formula, charge and spin): 48.9 kcal/mol
E: -307.634516 a.u.
HOMO-LUMO gap: 9.96 eV
HOMO level: -9.117 eV

```
14
C4H8O2 (ωB97M-V/def2-TZVPD)
O -2.200 0.520 -0.712
O 0.308 -0.576 0.119
C 0.695 0.741 -0.277
C -2.084 -1.857 -0.010
C 2.042 1.136 0.314
C -2.044 -0.597 -0.398
H -3.121 -2.166 0.023
H 2.324 2.138 -0.031
H 2.821 0.434 0.000
H 1.976 1.145 1.406
H -0.084 1.459 0.005
H 0.750 0.720 -1.370
H -1.248 -2.549 -0.032
H -0.134 -0.548 0.964
```